Record 1
ORCA calculation (wB97M-V/def2-TZVPD) on C29H16Cl92FInP as an isolated structure at a distorted geometry.

Summary:
- LUMO: 0.966 eV
- E_HOMO: -3.804 eV
- Molecular weight: 3790.91 u
- Frontier orbital gap: 0.17528 Eh

```
! RIJCOSX wB97M-V def2-TZVPD def2/J DEFGRID3
* xyz -1 1
C -2.5464 -2.3355 1.0399
C -2.2890 -0.8297 1.2385
P -2.9307 0.2811 -0.1405
C -2.5067 -0.5905 -1.7385
In -5.4816 0.5535 0.0625
C -6.6222 -1.0414 -1.0386
C -6.9216 -2.3301 -0.2773
C -6.4822 -2.3575 1.1575
F -6.3017 -3.3860 -0.9354
H -3.1329 -2.7163 1.8632
H -3.1093 -2.5646 0.1477
H -1.6284 -2.9072 1.0113
H -1.2148 -0.6940 1.2369
H -2.6677 -0.4904 2.1886
H -1.5792 -0.1610 -2.0950
H -3.2303 -0.4234 -2.5200
H -2.2997 -1.6457 -1.6243
H -5.8242 2.1050 -0.7951
H -6.0058 0.8036 1.7425
H -6.0734 -1.2880 -1.9370
H -7.5575 -0.6067 -1.3708
H -7.9956 -2.4831 -0.2783
H -5.4086 -2.3429 1.2495
H -6.9604 -1.6099 1.7560
H -6.7953 -3.3176 1.5675
C 0.3587 3.7831 0.4960
Cl 0.6256 2.4256 1.5985
Cl -0.8244 3.3139 -0.7239
Cl -0.2496 5.1714 1.4015
Cl 1.8857 4.2231 -0.2915
C -1.1311 0.9602 -4.2593
Cl -0.9749 -0.7141 -3.7088
Cl 0.2937 1.8862 -3.7778
Cl -1.2874 0.9852 -6.0205
Cl -2.5675 1.6790 -3.5286
C 5.5517 1.9765 0.5775
Cl 5.7677 0.7583 -0.6831
Cl 6.6691 1.6354 1.9072
Cl 5.8863 3.5761 -0.0921
Cl 3.8973 1.9631 1.1842
C -4.9672 -4.1299 4.9774
Cl -4.4483 -4.9020 3.4763
Cl -6.6389 -4.6330 5.3372
Cl -3.8556 -4.5963 6.2647
Cl -4.9150 -2.3748 4.7894
C 8.8086 -2.0210 -1.8280
Cl 7.1731 -1.7585 -2.4408
Cl 9.0141 -1.0608 -0.3625
Cl 9.0183 -3.7343 -1.4617
Cl 10.0005 -1.5287 -3.0372
C 9.8813 -6.8532 -4.1634
Cl 10.0557 -7.3723 -5.8451
Cl 8.2912 -7.3331 -3.5622
Cl 11.1422 -7.6073 -3.1802
Cl 10.0304 -5.0973 -4.0659
C -5.8272 2.1433 5.0548
Cl -4.6446 3.4182 5.3908
Cl -4.9670 0.6495 4.6704
Cl -6.8365 1.8929 6.4874
Cl -6.8319 2.6390 3.6986
C 6.0820 6.0495 -3.4176
Cl 6.5297 4.8443 -4.6189
Cl 7.4104 6.2741 -2.2730
Cl 5.7472 7.5735 -4.2419
Cl 4.6388 5.5214 -2.5558
C 0.1050 -3.2492 5.5513
Cl -1.3491 -3.6511 4.6452
Cl 0.6831 -1.6532 5.0683
Cl -0.2605 -3.2378 7.2837
Cl 1.3532 -4.4600 5.2181
C -9.3998 -1.1331 4.4289
Cl -9.4393 -2.6939 3.5954
Cl -8.5660 0.0506 3.4190
Cl -11.0593 -0.5920 4.7389
Cl -8.5503 -1.3134 5.9676
C -5.7698 -6.6178 -2.5669
Cl -5.0684 -8.0593 -3.3215
Cl -4.9021 -6.2426 -1.0827
Cl -5.6553 -5.2556 -3.6795
Cl -7.4720 -6.9221 -2.1835
C 7.5755 12.0256 -4.8266
Cl 7.0436 12.1366 -3.1428
Cl 8.7448 10.7092 -5.0080
Cl 6.1860 11.7172 -5.8743
Cl 8.3362 13.5528 -5.2909
C 4.9321 11.6210 0.3356
Cl 4.2095 12.9490 -0.5930
Cl 3.6934 10.7859 1.2726
Cl 5.6798 10.4760 -0.7807
Cl 6.1600 12.2699 1.4284
C -11.7647 -7.1225 -0.7377
Cl -11.9336 -8.2591 0.6062
Cl -12.5430 -7.7940 -2.1766
Cl -12.5340 -5.5908 -0.3128
Cl -10.0515 -6.8487 -1.0671
C 9.1391 2.4462 -6.7817
Cl 7.4250 2.7672 -7.0754
Cl 9.6562 3.2935 -5.3205
Cl 9.3799 0.7084 -6.5773
Cl 10.0835 3.0113 -8.1630
C -1.5011 -5.1055 -4.8258
Cl -0.0449 -6.0286 -4.4356
Cl -2.8449 -5.6787 -3.8350
Cl -1.2213 -3.3878 -4.5028
Cl -1.8938 -5.3222 -6.5360
C -12.1488 0.6754 1.1688
Cl -11.3381 -0.8923 1.1974
Cl -12.3265 1.2116 -0.5057
Cl -13.7487 0.5273 1.9134
Cl -11.1919 1.8568 2.0641
C 10.1151 6.8954 -7.2658
Cl 11.6163 5.9921 -7.0328
Cl 8.8392 6.1856 -6.2681
Cl 10.4203 8.5982 -6.8619
Cl 9.6227 6.7876 -8.9592
C 5.0423 -3.0119 5.6296
Cl 6.6242 -2.3269 6.0175
Cl 4.1680 -1.8988 4.5779
Cl 5.2294 -4.5565 4.7793
Cl 4.1319 -3.2656 7.1217
C 4.5127 -5.7570 -2.4806
Cl 6.1875 -5.2635 -2.2234
Cl 3.6242 -4.4330 -3.2370
Cl 4.4721 -7.1754 -3.5388
Cl 3.7685 -6.1574 -0.9307
C -6.5406 -6.1790 9.6510
Cl -5.6532 -7.7066 9.7534
Cl -6.6405 -5.6642 7.9640
Cl -8.1694 -6.4015 10.3072
Cl -5.6926 -4.9450 10.5920
C 9.8827 -3.9320 4.1823
Cl 9.3781 -2.6764 3.0514
Cl 8.4774 -4.9302 4.5463
Cl 11.1554 -4.9289 3.4661
Cl 10.4872 -3.1753 5.6625
C -0.2191 13.0007 0.8230
Cl 1.4840 13.3211 0.4718
Cl -1.2080 14.3543 0.2576
Cl -0.7161 11.5218 -0.0035
Cl -0.4341 12.8007 2.5650
*
```

***

Record 2
ORCA calculation (wB97M-V/def2-TZVPD) on C6H14NaO4 as an isolated structure at a distorted geometry.

Summary:
- LUMO (alpha / beta): 2.182 / 2.182 eV
- E_HOMO (alpha / beta): -1.166 / -1.166 eV
- Molecular weight: 173.16 u
- Frontier orbital gap (alpha / beta): 0.12304 / 0.12302 Eh

```
! RIJCOSX wB97M-V def2-TZVPD def2/J DEFGRID3
* xyz -1 1
C -0.9512 3.1538 -1.5361
H 0.1359 3.3070 -1.6123
H -1.4639 3.8160 -2.2499
H -1.3457 3.3839 -0.5385
O -0.7759 1.8935 1.7673
C 0.5014 1.6560 2.2557
C 1.4711 0.9333 1.3263
O 1.0140 -0.4839 1.3196
C 1.5902 -1.3123 0.3631
C 0.6308 -2.4276 0.0116
O -0.5090 -1.8617 -0.6115
C -1.5113 -2.7997 -0.9229
H 0.4341 1.0869 3.2341
H 1.0401 2.6054 2.5269
H 2.4527 0.9198 1.8604
H 2.5440 -1.7581 0.7102
H 1.8213 -0.7306 -0.5532
H 0.3246 -2.9754 0.9212
H 1.1179 -3.1464 -0.6717
H -2.3393 -2.2596 -1.3980
H -1.1329 -3.5676 -1.6188
H -1.8799 -3.3021 -0.0123
Na -0.7031 0.4857 0.0087
O -1.2980 1.7799 -1.8228
H -1.1680 1.6037 -2.7572
*
```

***

Record 3
ORCA calculation (wB97M-V/def2-TZVPD) on a 5-piece molecular cluster, C32H65F7N5O9 overall at a distorted geometry.

Summary:
- LUMO: -5.170 eV
- E_HOMO: -9.666 eV
- Molecular weight: 796.88 u
- Frontier orbital gap: 0.16523 Eh

```
! RIJCOSX wB97M-V def2-TZVPD def2/J DEFGRID3
* xyz 1 1
O -3.3096 -6.9373 -2.0678
N -1.9825 -6.6781 -2.3356
C -1.0642 -7.0015 -1.4152
C 0.2823 -6.7744 -1.6881
C 0.6397 -6.2244 -2.9214
C 2.1050 -5.9811 -3.2429
F 2.8597 -6.6675 -2.3778
F 2.3314 -6.4560 -4.4744
C 2.5812 -4.4665 -3.2107
F 3.7823 -4.4185 -2.6465
F 2.6561 -4.0157 -4.4587
C 1.6656 -3.5094 -2.4166
F 2.2476 -2.3491 -2.2800
F 0.5185 -3.3440 -3.0620
F 1.4062 -4.0165 -1.2226
C -0.3497 -5.9368 -3.8599
C -1.6806 -6.1744 -3.5378
H -3.6164 -6.2232 -1.4859
H -1.3929 -7.4395 -0.4879
H 1.0141 -7.0353 -0.9436
H -0.0721 -5.5336 -4.8205
H -2.4759 -5.9610 -4.2306
C 3.6447 2.1013 3.8303
O 3.5323 2.5590 2.4967
C 4.3415 1.8532 1.5658
C 3.4796 1.1016 0.5747
N 2.7762 0.0001 1.2224
C 1.7824 -0.6551 0.3803
C 0.5620 0.1546 -0.0464
O -0.2987 0.5027 1.0163
C 0.0111 1.7264 1.6708
H 3.0525 2.7690 4.4532
H 3.2627 1.0808 3.9465
H 4.6829 2.1328 4.1736
H 5.0234 1.1706 2.0807
H 4.9432 2.5883 1.0240
H 4.1183 0.6975 -0.2166
H 2.7924 1.8268 0.1182
H 2.3197 0.3520 2.0543
H 1.4209 -1.5292 0.9325
H 2.2823 -1.0290 -0.5126
H -0.0323 -0.4791 -0.7154
H 0.8375 1.0441 -0.6248
H 0.4599 2.4510 0.9894
H 0.6692 1.5637 2.5288
H -0.9221 2.1431 2.0476
C -4.3374 6.4264 3.2507
O -4.3922 6.7752 1.8794
C -3.8632 8.0627 1.5861
C -2.6169 7.9425 0.7370
N -1.5245 7.3524 1.5003
C -0.3444 7.0188 0.7103
C -0.4856 5.9324 -0.3498
O -0.7378 4.6419 0.1800
C -2.1037 4.3252 0.3895
H -4.8416 5.4704 3.3727
H -3.3039 6.3207 3.5984
H -4.8494 7.1712 3.8678
H -3.6500 8.6140 2.5060
H -4.6230 8.6164 1.0271
H -2.3163 8.9384 0.3990
H -2.8781 7.3492 -0.1504
H -1.8616 6.5129 1.9534
H 0.4352 6.7018 1.4076
H 0.0174 7.9308 0.2257
H 0.4723 5.8601 -0.8722
H -1.2374 6.1839 -1.1068
H -2.7565 4.8190 -0.3340
H -2.4231 4.5884 1.4016
H -2.2163 3.2460 0.2778
C 6.9655 -7.7391 -10.5978
O 6.6190 -8.9235 -9.9045
C 7.1639 -9.0137 -8.5944
C 6.0599 -8.9972 -7.5598
N 5.4131 -7.6911 -7.5072
C 4.2166 -7.6428 -6.6781
C 3.0089 -8.4644 -7.1201
O 2.4137 -8.0140 -8.3193
C 2.9440 -8.5675 -9.5140
H 6.5679 -7.8259 -11.6071
H 6.5369 -6.8481 -10.1257
H 8.0509 -7.6203 -10.6595
H 7.8771 -8.2054 -8.4122
H 7.7017 -9.9630 -8.5218
H 6.4876 -9.2209 -6.5782
H 5.3576 -9.8027 -7.8147
H 5.1697 -7.4107 -8.4487
H 3.9044 -6.5961 -6.6250
H 4.4884 -7.9450 -5.6608
H 2.2393 -8.3549 -6.3485
H 3.2368 -9.5349 -7.1817
H 3.3014 -9.5884 -9.3608
H 3.7572 -7.9593 -9.9172
H 2.1422 -8.5860 -10.2515
C -5.4979 8.6885 9.0311
O -4.9173 7.5597 9.6554
C -5.8539 6.7025 10.2977
C -5.8971 5.3538 9.6137
N -6.4835 5.4616 8.2840
C -6.3919 4.2469 7.4817
C -5.0036 3.7693 7.0693
O -4.3378 4.6410 6.1733
C -3.5748 5.6698 6.7814
H -4.6841 9.3063 8.6555
H -6.1421 8.4056 8.1913
H -6.0829 9.2775 9.7435
H -6.8479 7.1574 10.3167
H -5.5240 6.5655 11.3313
H -6.5037 4.6695 10.2139
H -4.8703 4.9626 9.5898
H -6.0278 6.2162 7.7875
H -6.9683 4.4165 6.5686
H -6.8902 3.4368 8.0234
H -5.1306 2.8259 6.5308
H -4.3639 3.5533 7.9330
H -3.1628 5.3558 7.7432
H -4.1677 6.5779 6.9201
H -2.7495 5.9129 6.1113
*
```

***

Record 4
ORCA calculation (wB97M-V/def2-TZVPD) on a 5-piece molecular cluster, C29H51ClFN2O12S5 overall.

Summary:
- LUMO: -2.603 eV
- E_HOMO: -11.973 eV
- Molecular weight: 834.52 u
- Frontier orbital gap: 0.34433 Eh

```
! RIJCOSX wB97M-V def2-TZVPD def2/J DEFGRID3
* xyz 1 1
C -1.5004 -2.7570 -0.6388
C -0.6541 -2.4376 -1.4213
C 0.3065 -2.0183 -2.4406
C 1.6018 -1.3654 -1.9270
C 1.3392 -0.1500 -1.0419
O 1.7297 -0.1049 0.1024
N 0.6536 0.9146 -1.6284
C 0.8224 2.1486 -0.9614
O 1.4617 3.0549 -1.3642
F 0.1814 2.1675 0.1888
C 2.5660 -2.2600 -1.1582
N 3.8499 -1.4672 -1.2342
C 3.9430 -0.9162 -2.6501
C 4.7058 0.4177 -2.8055
C 3.9165 1.6965 -3.1617
C 4.1520 2.1780 -4.5993
C 3.6223 1.2514 -5.6917
S 1.8899 1.3813 -6.1595
O 1.7743 2.1391 -7.3577
O 1.2976 0.0822 -6.0421
Cl 1.0305 2.5345 -4.6895
C 2.4948 -1.0648 -3.1624
H -2.1998 -3.0885 0.0975
H 0.5773 -2.8783 -3.0598
H -0.1680 -1.2963 -3.1135
H 0.8608 1.0348 -2.6165
H 2.3148 -2.5473 -0.1442
H 2.7519 -3.1673 -1.7324
H 3.8921 -0.7498 -0.5055
H 4.6166 -2.1064 -1.0268
H 4.5536 -1.6570 -3.1653
H 5.4058 0.2390 -3.6256
H 5.3364 0.5952 -1.9306
H 2.8526 1.5935 -2.9687
H 4.2427 2.5184 -2.5212
H 3.7299 3.1784 -4.6996
H 5.2290 2.2829 -4.7483
H 4.1270 1.4578 -6.6366
H 3.7770 0.2018 -5.4394
H 2.4724 -1.9898 -3.7403
H 2.1215 -0.2829 -3.8184
C -1.5145 -7.1640 -0.4428
C -1.6716 -6.3180 0.8287
C -0.2640 -6.0000 1.3473
S 0.8046 -6.0077 -0.0970
O 1.7636 -7.0755 0.0133
O 1.2729 -4.6622 -0.3650
C -0.4542 -6.4593 -1.2839
H -2.4526 -7.2554 -0.9874
H -1.1757 -8.1696 -0.1861
H -2.1932 -5.3908 0.5878
H -2.2554 -6.8335 1.5887
H -0.1938 -5.0240 1.8239
H 0.1121 -6.7687 2.0196
H -0.0006 -7.0827 -2.0513
H -0.8366 -5.5352 -1.7193
C -1.3288 -0.1264 5.0977
C -0.8178 0.5446 3.8151
C -0.5173 -0.5721 2.8087
S -1.6265 -1.9231 3.2267
O -0.8396 -3.0589 3.6474
O -2.5944 -2.0917 2.1666
C -2.3704 -1.1458 4.6480
H -1.7641 0.5967 5.7851
H -0.5064 -0.6292 5.6117
H -1.5932 1.2026 3.4182
H 0.0683 1.1509 3.9989
H -0.7119 -0.2878 1.7795
H 0.4989 -0.9507 2.9013
H -2.6018 -1.9047 5.3909
H -3.2843 -0.6567 4.3220
C 1.7005 6.8837 -1.6582
C 2.1099 7.2030 -0.2135
C 3.4806 6.5588 0.0260
S 4.2916 6.5061 -1.5798
O 4.4569 5.1156 -1.9498
O 5.4150 7.4020 -1.6146
C 2.9254 7.1870 -2.5148
H 0.8417 7.4734 -1.9749
H 1.4370 5.8272 -1.7456
H 2.1815 8.2841 -0.0837
H 1.3782 6.8343 0.5035
H 4.1108 7.1283 0.7045
H 3.3929 5.5311 0.3723
H 2.9122 6.7248 -3.4990
H 3.0993 8.2588 -2.6056
C -8.5753 -0.3801 4.5600
C -8.5029 0.8294 5.5022
C -7.0615 0.9215 6.0180
S -6.0291 0.2019 4.7322
O -5.4174 -0.9976 5.2514
O -5.2109 1.2189 4.1164
C -7.3649 -0.2667 3.6388
H -9.5036 -0.3967 3.9916
H -8.5173 -1.3061 5.1355
H -8.7570 1.7370 4.9519
H -9.2051 0.7402 6.3291
H -6.7329 1.9442 6.1848
H -6.9074 0.3291 6.9176
H -7.0938 -1.1931 3.1380
H -7.4842 0.5357 2.9111
*
```

***

Record 5
ORCA calculation (wB97M-V/def2-TZVPD) on C42H39N2O4PdS5 as an isolated structure at a distorted geometry.

Summary:
- LUMO (alpha / beta): -4.769 / -4.775 eV
- E_HOMO (alpha / beta): -9.817 / -9.798 eV
- Molecular weight: 902.54 u
- Frontier orbital gap (alpha / beta): 0.18551 / 0.18459 Eh

```
! RIJCOSX wB97M-V def2-TZVPD def2/J DEFGRID3
* xyz 1 1
Pd 0.1666 -0.8507 0.2902
C 3.9105 -0.9850 -2.2326
C 3.0720 -1.3829 -1.0554
N 1.7619 -1.3793 -1.2032
N 1.1716 -1.2975 -2.3440
C -0.2036 -1.0564 -2.2232
S -1.0732 -2.3375 -1.1223
S -1.0486 -1.0565 -3.8344
C -0.2160 -2.4780 -4.6202
C 1.1932 -2.1615 -5.0162
C 1.4746 -0.9943 -5.7177
C 2.7702 -0.7038 -6.1052
C 3.7985 -1.5827 -5.8051
C 3.5237 -2.7471 -5.1088
C 2.2301 -3.0335 -4.7077
C 3.6580 -1.7730 0.1788
C 5.0590 -1.7510 0.3328
C 5.6714 -2.2082 1.4673
C 4.9063 -2.7584 2.5057
C 3.5477 -2.8003 2.4063
C 2.8560 -2.2541 1.2858
O 1.5872 -2.2213 1.3294
H 3.2494 -0.8037 -3.0769
H 4.4458 -0.0667 -1.9953
H 4.6237 -1.7631 -2.4955
H -0.2726 -3.3251 -3.9348
H -0.8363 -2.6872 -5.4934
H 0.6693 -0.3111 -5.9469
H 2.9821 0.2083 -6.6410
H 4.8103 -1.3602 -6.1083
H 4.3232 -3.4312 -4.8674
H 2.0293 -3.9356 -4.1494
H 5.6700 -1.3622 -0.4647
H 6.7436 -2.1538 1.5604
H 5.3957 -3.1269 3.3944
H 2.9337 -3.2075 3.1939
O -1.2899 -1.4411 2.0216
S -1.3831 -2.7379 2.7632
C -1.5199 -2.2354 4.5443
C -0.1586 -1.9618 5.1807
C 0.3465 -0.5245 4.9906
C 1.0805 -0.3520 3.6732
S 1.0158 1.2911 2.8027
O 1.2114 0.8951 1.3726
C -0.7649 1.5903 2.9783
C -1.2561 2.0866 4.1771
C -2.6252 2.2109 4.3504
C -3.4913 1.8748 3.3211
C -2.9894 1.4424 2.1040
C -1.6217 1.3061 1.9315
C -3.1185 -3.2067 2.5388
C -3.6549 -4.3086 3.1841
C -4.9618 -4.6774 2.9130
C -5.7165 -3.9532 2.0022
C -5.1702 -2.8512 1.3649
C -3.8609 -2.4863 1.6216
H -2.0071 -3.0746 5.0350
H -2.1754 -1.3679 4.5915
H 0.5739 -2.6582 4.7711
H -0.2359 -2.1611 6.2516
H 1.0188 -0.2715 5.8092
H -0.5127 0.1421 5.0521
H 0.6891 -1.0245 2.9107
H 2.1471 -0.5489 3.7892
H -0.5762 2.3797 4.9621
H -3.0144 2.5726 5.2896
H -4.5574 1.9634 3.4647
H -3.6555 1.2137 1.2855
H -1.2202 0.9906 0.9672
H -3.0666 -4.8713 3.8932
H -5.3858 -5.5392 3.4035
H -6.7327 -4.2455 1.7873
H -5.7521 -2.2814 0.6572
H -3.4017 -1.6479 1.1172
C -1.7739 9.5422 -3.0387
C -1.9476 8.0829 -2.7805
O -2.9364 7.5206 -2.4222
S -0.3746 7.2271 -3.0472
C -0.5549 5.5313 -2.5923
C 0.6502 4.8497 -2.3868
C 0.6420 3.5225 -2.0398
C -0.5787 2.8283 -1.9249
C -1.7815 3.5173 -2.1607
C -1.7691 4.8551 -2.4915
C -0.5286 1.4519 -1.7123
C -0.4137 0.2332 -1.5272
H -2.7387 10.0433 -3.0268
H -1.2812 9.7072 -3.9938
H -1.1406 9.9616 -2.2579
H 1.5873 5.3727 -2.5050
H 1.5669 2.9922 -1.8672
H -2.7222 2.9889 -2.1176
H -2.6954 5.3797 -2.6569
*
```